Entry 1:
Formula: C26H44CuN8O2S2
Source: the OMol25 dataset
Level of theory: ωB97M-V with the def2-TZVPD basis set

The LUMO energy (alpha / beta) comes out at -5.44 / -6.83 eV. For the HOMO energy (alpha / beta), the calculation gives -0.4772 / -0.4772 hartree.

The geometry in ORCA input format:
```
! wB97M-V def2-TZVPD RIJCOSX def2/J DEFGRID3
* xyz 2 2
H -1.79 -0.06 5.09
C -1.48 -2.74 -4.85
H 2.92 1.22 -1.77
N -1.58 -2.06 2.25
H -1.23 2.04 3.61
H 2.39 -2.36 4.33
C -0.74 1.43 2.85
H -5.35 -0.55 -2.65
H -1.13 1.73 1.88
H 4.61 1.29 3.93
H -2.51 -3.11 3.83
H -1.10 -4.04 1.78
H 1.23 3.25 1.40
C -0.22 -2.54 -4.01
N -1.03 0.04 3.11
C -2.73 -2.32 3.12
H 0.34 1.63 2.90
C -3.26 1.73 -4.26
C -1.33 -3.11 1.26
S 0.30 0.37 -1.81
N 4.67 5.93 -2.31
C 3.49 4.41 -0.82
C -4.37 -0.10 -2.83
H 3.44 1.66 1.79
C -4.54 1.20 -3.62
H -2.46 -1.87 -2.27
H -1.59 -4.88 -4.51
C 2.65 -1.45 3.81
O -0.55 -0.54 0.96
H -0.49 -2.82 0.63
H -2.13 -1.87 -4.76
C 4.25 -0.77 5.65
H -2.76 0.96 -4.83
H -1.18 -2.76 -5.90
H 4.53 -2.77 5.25
H -2.21 -3.26 0.64
H -0.04 0.12 4.94
H 0.25 -1.59 -4.27
H 0.51 -3.32 -4.23
H -3.57 -2.64 2.50
H 5.23 6.75 -2.47
H -0.83 -3.53 -2.18
H 4.27 3.17 -2.41
C 3.60 3.25 -1.57
C 3.59 -0.56 4.32
H 4.29 5.44 -3.10
N 2.25 -0.03 1.92
S 4.50 0.50 6.64
C 3.21 0.80 2.39
C 3.87 0.58 3.58
H -5.27 1.01 -4.41
H -5.00 1.96 -2.98
H 4.96 -2.25 6.83
C -3.72 0.05 -1.46
H -3.82 -0.82 -3.45
N 2.02 2.15 -0.16
N -2.32 0.46 -1.48
C 1.91 3.27 0.56
H -0.79 -1.44 4.59
H -2.73 -3.96 -3.54
C 2.01 -1.14 2.63
H 2.55 5.30 0.89
H -3.02 -1.43 3.65
H -4.25 0.81 -0.88
H -2.09 1.43 -1.36
O 4.67 6.29 -0.07
H -2.55 2.12 -3.53
H 0.44 -2.33 -1.95
C 4.34 5.64 -1.03
N 4.51 -2.05 5.95
C 2.63 4.41 0.27
H -3.03 -4.20 -5.24
C -0.92 -0.36 4.51
C 2.84 2.14 -1.21
Cu 0.99 0.53 0.40
H 1.28 -1.82 2.21
C -1.29 -0.32 -1.78
H -3.49 2.55 -4.94
C -2.25 -4.01 -4.52
C -0.47 -2.56 -2.51
N -1.50 -1.59 -2.10
H -3.79 -0.88 -0.89
C -1.04 -0.84 2.09
*
```

***

Entry 2:
Formula: C26H44N4PSeV
Source: the OMol25 dataset
Level of theory: ωB97M-V with the def2-TZVPD basis set

The LUMO energy (alpha / beta) comes out at -6.13 / -5.95 eV. For the HOMO energy (alpha / beta), the calculation gives -0.4614 / -0.4655 hartree.

The geometry in ORCA input format:
```
! wB97M-V def2-TZVPD RIJCOSX def2/J DEFGRID3
* xyz 2 3
P -1.03 1.74 0.79
H -3.11 0.57 0.68
H 1.55 3.42 1.36
C -0.92 4.50 -0.26
C 3.71 -0.87 -1.14
H 0.59 2.96 -3.53
N 1.59 -1.98 -0.89
C -0.90 -2.58 3.39
H -3.83 -4.06 2.65
H 4.76 -0.80 -0.83
H -2.54 3.54 0.72
C -0.14 2.37 2.27
H -2.18 0.11 2.07
H 4.35 1.74 -1.67
C 3.01 -2.03 -0.49
H -0.20 -2.45 4.21
H -2.37 -3.23 5.71
H 0.67 -0.42 1.34
C -3.39 1.86 2.41
C 1.17 -0.57 -5.50
C -2.04 -3.34 3.59
H -0.29 1.62 3.05
H -0.23 4.73 0.55
C 1.17 -1.43 -3.28
H -3.26 -3.56 -0.69
V 0.66 0.06 -0.74
H 0.39 -3.08 -2.21
H -2.31 2.93 -0.88
H 0.45 2.79 -1.06
H 1.31 -0.71 -6.57
C -0.61 -1.99 2.16
C 0.32 2.09 -2.93
C -2.53 0.98 1.51
H -4.14 1.24 2.91
H 0.70 1.53 -5.65
H -0.36 4.46 -1.20
C 3.31 1.43 -1.79
C -2.68 -2.90 1.28
H -0.76 2.13 -2.76
H 3.25 0.67 0.10
C 0.68 -1.21 2.11
C 1.35 2.61 2.07
H 1.83 2.88 3.01
N 0.80 -0.23 -2.81
H 1.54 -1.86 1.92
C 0.82 0.68 -5.00
C -3.69 -3.08 0.19
C 1.36 -1.63 -4.63
C 1.33 -2.52 -2.26
H 1.86 1.71 1.70
H 0.88 -0.69 3.05
H -4.51 -3.70 0.54
H 1.04 -2.55 -0.26
H 3.06 -1.95 0.59
H -3.94 2.62 1.85
H -4.11 -2.12 -0.14
C -1.51 -2.14 1.10
H 2.53 3.35 -2.38
H 3.47 -2.99 -0.77
H 2.12 -3.21 -2.55
H -3.27 -4.51 4.90
N 2.96 0.36 -0.82
C -2.92 -3.48 2.52
C -2.33 -3.98 4.92
Se -1.32 -1.38 -0.68
H 2.56 3.07 -0.64
H -0.63 3.27 2.63
N 0.97 2.12 -1.60
H 3.21 1.00 -2.79
H -1.54 -4.69 5.18
H 1.66 -2.61 -5.00
C -1.76 3.25 0.01
H 3.71 -0.98 -2.23
C 0.65 0.81 -3.64
H -2.81 2.36 3.18
H -1.58 5.36 -0.37
C 2.38 2.59 -1.61
*
```

***

Entry 3:
Formula: C26H45NP
Source: the OMol25 dataset
Level of theory: ωB97M-V with the def2-TZVPD basis set

The LUMO energy comes out at -4.90 eV. For the HOMO energy, the calculation gives -0.3564 hartree.

The geometry in ORCA input format:
```
! wB97M-V def2-TZVPD RIJCOSX def2/J DEFGRID3
* xyz 1 1
C -0.53 2.13 1.12
H 5.47 1.84 4.30
C -1.03 -5.41 -4.16
H -2.92 -3.66 -1.82
H -3.03 -4.59 -4.02
C -1.93 -2.85 2.12
H -1.49 -4.65 -1.40
C -0.78 3.52 1.70
H -2.80 -2.26 1.82
C 0.77 3.09 -3.83
H -0.19 2.31 0.10
H -2.02 -1.78 -1.10
C 0.51 1.86 -3.20
C 2.33 1.01 0.81
H 3.38 -0.43 2.06
H -2.51 5.21 2.93
H -2.11 2.72 3.16
C -0.23 -4.17 -4.55
H 3.07 1.53 3.55
C -0.34 1.79 -2.07
C 0.21 -0.63 1.93
H 1.09 -1.26 2.12
H -0.78 -3.59 -5.30
C -1.16 -1.83 -1.78
H -0.37 -2.85 3.60
C -0.74 4.22 -2.30
H -0.92 5.52 3.64
C -0.77 -0.79 3.12
N -1.10 -2.95 -2.55
H 0.80 -3.81 -2.70
H -2.71 -5.94 -2.92
H -1.34 -5.94 -5.07
C -2.27 -5.04 -3.35
C -1.28 3.44 3.13
H -2.17 4.72 4.60
H -1.25 -2.92 1.26
H 2.53 2.01 0.39
H 0.93 0.95 -3.63
C -1.24 -2.24 3.33
C -1.05 2.98 -1.74
H -1.48 1.58 1.10
H 0.15 4.11 1.61
C 3.56 0.58 1.67
H 6.02 0.98 2.87
C 5.19 1.09 3.57
H 1.41 3.11 -4.71
C 0.19 4.27 -3.35
C 3.90 1.51 2.84
H -1.89 2.93 -1.04
H 0.46 5.24 -3.79
C -0.37 -0.68 -1.99
H 2.20 0.33 -0.05
C -1.74 4.80 3.60
H 4.44 0.51 1.01
H 5.06 0.14 4.10
H 0.72 -4.47 -5.01
H -1.23 5.12 -1.94
C 0.08 -3.27 -3.34
H -0.23 -0.98 0.99
H -0.47 3.05 3.76
C -0.53 0.54 -1.33
H -1.21 0.54 -0.47
H -0.41 -6.10 -3.58
H -0.27 -0.46 4.04
H -1.65 -0.14 2.98
H -2.27 -3.87 2.35
H 0.57 -2.37 -3.70
P 0.80 1.10 1.81
C -1.98 -4.06 -2.20
H -1.52 4.02 1.05
H 0.36 -0.70 -2.80
H 4.03 2.53 2.45
H -1.91 -2.26 4.20
*
```

***

Copy entry 3 word for word.
Formula: C26H45NP
Source: the OMol25 dataset
Level of theory: ωB97M-V with the def2-TZVPD basis set

The LUMO energy comes out at -4.90 eV. For the HOMO energy, the calculation gives -0.3564 hartree.

The geometry in ORCA input format:
```
! wB97M-V def2-TZVPD RIJCOSX def2/J DEFGRID3
* xyz 1 1
C -0.53 2.13 1.12
H 5.47 1.84 4.30
C -1.03 -5.41 -4.16
H -2.92 -3.66 -1.82
H -3.03 -4.59 -4.02
C -1.93 -2.85 2.12
H -1.49 -4.65 -1.40
C -0.78 3.52 1.70
H -2.80 -2.26 1.82
C 0.77 3.09 -3.83
H -0.19 2.31 0.10
H -2.02 -1.78 -1.10
C 0.51 1.86 -3.20
C 2.33 1.01 0.81
H 3.38 -0.43 2.06
H -2.51 5.21 2.93
H -2.11 2.72 3.16
C -0.23 -4.17 -4.55
H 3.07 1.53 3.55
C -0.34 1.79 -2.07
C 0.21 -0.63 1.93
H 1.09 -1.26 2.12
H -0.78 -3.59 -5.30
C -1.16 -1.83 -1.78
H -0.37 -2.85 3.60
C -0.74 4.22 -2.30
H -0.92 5.52 3.64
C -0.77 -0.79 3.12
N -1.10 -2.95 -2.55
H 0.80 -3.81 -2.70
H -2.71 -5.94 -2.92
H -1.34 -5.94 -5.07
C -2.27 -5.04 -3.35
C -1.28 3.44 3.13
H -2.17 4.72 4.60
H -1.25 -2.92 1.26
H 2.53 2.01 0.39
H 0.93 0.95 -3.63
C -1.24 -2.24 3.33
C -1.05 2.98 -1.74
H -1.48 1.58 1.10
H 0.15 4.11 1.61
C 3.56 0.58 1.67
H 6.02 0.98 2.87
C 5.19 1.09 3.57
H 1.41 3.11 -4.71
C 0.19 4.27 -3.35
C 3.90 1.51 2.84
H -1.89 2.93 -1.04
H 0.46 5.24 -3.79
C -0.37 -0.68 -1.99
H 2.20 0.33 -0.05
C -1.74 4.80 3.60
H 4.44 0.51 1.01
H 5.06 0.14 4.10
H 0.72 -4.47 -5.01
H -1.23 5.12 -1.94
C 0.08 -3.27 -3.34
H -0.23 -0.98 0.99
H -0.47 3.05 3.76
C -0.53 0.54 -1.33
H -1.21 0.54 -0.47
H -0.41 -6.10 -3.58
H -0.27 -0.46 4.04
H -1.65 -0.14 2.98
H -2.27 -3.87 2.35
H 0.57 -2.37 -3.70
P 0.80 1.10 1.81
C -1.98 -4.06 -2.20
H -1.52 4.02 1.05
H 0.36 -0.70 -2.80
H 4.03 2.53 2.45
H -1.91 -2.26 4.20
*
```

***

Repeat the third record exactly.
Formula: C26H45NP
Source: the OMol25 dataset
Level of theory: ωB97M-V with the def2-TZVPD basis set

The LUMO energy comes out at -4.90 eV. For the HOMO energy, the calculation gives -0.3564 hartree.

The geometry in ORCA input format:
```
! wB97M-V def2-TZVPD RIJCOSX def2/J DEFGRID3
* xyz 1 1
C -0.53 2.13 1.12
H 5.47 1.84 4.30
C -1.03 -5.41 -4.16
H -2.92 -3.66 -1.82
H -3.03 -4.59 -4.02
C -1.93 -2.85 2.12
H -1.49 -4.65 -1.40
C -0.78 3.52 1.70
H -2.80 -2.26 1.82
C 0.77 3.09 -3.83
H -0.19 2.31 0.10
H -2.02 -1.78 -1.10
C 0.51 1.86 -3.20
C 2.33 1.01 0.81
H 3.38 -0.43 2.06
H -2.51 5.21 2.93
H -2.11 2.72 3.16
C -0.23 -4.17 -4.55
H 3.07 1.53 3.55
C -0.34 1.79 -2.07
C 0.21 -0.63 1.93
H 1.09 -1.26 2.12
H -0.78 -3.59 -5.30
C -1.16 -1.83 -1.78
H -0.37 -2.85 3.60
C -0.74 4.22 -2.30
H -0.92 5.52 3.64
C -0.77 -0.79 3.12
N -1.10 -2.95 -2.55
H 0.80 -3.81 -2.70
H -2.71 -5.94 -2.92
H -1.34 -5.94 -5.07
C -2.27 -5.04 -3.35
C -1.28 3.44 3.13
H -2.17 4.72 4.60
H -1.25 -2.92 1.26
H 2.53 2.01 0.39
H 0.93 0.95 -3.63
C -1.24 -2.24 3.33
C -1.05 2.98 -1.74
H -1.48 1.58 1.10
H 0.15 4.11 1.61
C 3.56 0.58 1.67
H 6.02 0.98 2.87
C 5.19 1.09 3.57
H 1.41 3.11 -4.71
C 0.19 4.27 -3.35
C 3.90 1.51 2.84
H -1.89 2.93 -1.04
H 0.46 5.24 -3.79
C -0.37 -0.68 -1.99
H 2.20 0.33 -0.05
C -1.74 4.80 3.60
H 4.44 0.51 1.01
H 5.06 0.14 4.10
H 0.72 -4.47 -5.01
H -1.23 5.12 -1.94
C 0.08 -3.27 -3.34
H -0.23 -0.98 0.99
H -0.47 3.05 3.76
C -0.53 0.54 -1.33
H -1.21 0.54 -0.47
H -0.41 -6.10 -3.58
H -0.27 -0.46 4.04
H -1.65 -0.14 2.98
H -2.27 -3.87 2.35
H 0.57 -2.37 -3.70
P 0.80 1.10 1.81
C -1.98 -4.06 -2.20
H -1.52 4.02 1.05
H 0.36 -0.70 -2.80
H 4.03 2.53 2.45
H -1.91 -2.26 4.20
*
```